{
  "formula": "C22H25INORh",
  "method": "the ωB97M-V functional and the def2-TZVPD basis",
  "species": ["C", "C", "C", "H", "C", "C", "H", "C", "C", "C", "H", "C", "C", "H", "H", "H", "H", "H", "H", "Rh", "C", "C", "C", "H", "H", "H", "H", "H", "H", "C", "C", "H", "H", "O", "N", "C", "H", "C", "C", "H", "C", "H", "C", "H", "C", "H", "C", "H", "H", "H", "I"],
  "coordinates": [[-1.88965, 0.67295, -0.92307], [-0.75674, 1.19376, -1.63147], [-0.02789, 0.08728, -2.18730], [-0.55413, 2.23402, -1.85757], [-0.74499, -1.10050, -1.82693], [-1.90684, -0.72680, -1.09411], [-0.44958, -2.09812, -2.12287], [0.29975, 1.31693, 1.94907], [0.12861, 2.12950, 0.80174], [1.25801, 1.93381, -0.06870], [-0.71909, 2.77730, 0.59605], [2.09691, 0.93773, 0.54562], [1.51212, 0.60101, 1.81022], [0.84412, 0.16570, -2.83094], [-2.68934, -1.38706, -0.74670], [-2.59373, 1.26611, -0.34666], [1.96067, -0.09915, 2.50685], [1.50776, 2.44728, -0.99634], [-0.40139, 1.23350, 2.77226], [0.26378, 0.17912, -0.08500], [3.35601, 0.32701, -0.04271], [4.37379, 0.12445, 1.08019], [3.93919, 1.22421, -1.13932], [4.60960, 1.08749, 1.55103], [5.28658, -0.29828, 0.65546], [3.99598, -0.56433, 1.84261], [4.14888, 2.22311, -0.73430], [3.27247, 1.32121, -2.00690], [4.88451, 0.78804, -1.48105], [2.92017, -1.03225, -0.68103], [4.06208, -1.85672, -1.22703], [2.19858, -0.84131, -1.49528], [2.38635, -1.65461, 0.05926], [5.21951, -1.66048, -0.87602], [3.77666, -2.83866, -2.13253], [2.48387, -3.13252, -2.72584], [4.56236, -3.42899, -2.37738], [2.17739, -2.25918, -3.92934], [0.97925, -2.47587, -4.62048], [0.32297, -3.28121, -4.27769], [0.63801, -1.67754, -5.71532], [-0.31223, -1.84931, -6.22781], [1.51616, -0.67400, -6.14989], [1.25598, -0.06023, -7.01561], [2.72672, -0.46779, -5.47855], [3.42481, 0.30740, -5.80768], [3.05974, -1.26361, -4.37186], [4.01849, -1.11943, -3.86424], [1.68795, -2.99879, -1.97030], [2.46563, -4.19002, -3.03059], [-0.29252, -2.02044, 1.31969]],
  "orbital_gap_ev": [6.7, 6.3],
  "energy_ha": -1391.41679,
  "multiplicity": 5
}

{
  "formula": "C22H25N3O3",
  "method": "the ωB97M-V functional and the def2-TZVPD basis",
  "species": ["N", "O", "O", "C", "N", "C", "O", "C", "C", "C", "C", "C", "C", "C", "C", "N", "C", "C", "C", "C", "C", "C", "C", "C", "C", "C", "C", "C", "H", "H", "H", "H", "H", "H", "H", "H", "H", "H", "H", "H", "H", "H", "H", "H", "H", "H", "H", "H", "H", "H", "H", "H", "H"],
  "coordinates": [[2.04117, 4.12742, 3.12071], [0.84575, 4.41209, 2.99267], [2.99686, 4.87198, 2.90633], [0.13807, -3.64942, -2.08675], [0.20766, -2.25494, -1.72648], [0.42419, -1.27449, -2.65279], [0.63374, -1.45933, -3.84944], [0.38308, 0.06633, -1.91485], [-0.75785, 0.97900, -2.37699], [-0.63441, 1.36028, -3.83588], [-1.62972, 0.98238, -4.74290], [-1.47797, 1.25973, -6.10228], [-0.34463, 1.95131, -6.54858], [0.64616, 2.34240, -5.64092], [0.49880, 2.05091, -4.28139], [0.26204, -0.35744, -0.51408], [0.24086, 0.53890, 0.48878], [0.12011, 0.16844, 1.82239], [0.09149, 1.03495, 2.90384], [-0.06953, 0.61164, 4.26752], [-0.11030, 1.57823, 5.30642], [-0.25254, 1.21033, 6.63724], [-0.34890, -0.14631, 6.99081], [-0.31667, -1.12492, 5.98707], [-0.18972, -0.76041, 4.64738], [0.13378, -1.81791, -0.34010], [-1.22071, -2.24302, 0.25631], [1.29101, -2.44817, 0.45944], [0.19488, -3.75246, -3.17164], [0.96169, -4.20242, -1.62053], [-0.80522, -4.07516, -1.72717], [1.35188, 0.57998, -2.07438], [-1.71910, 0.46917, -2.19718], [-0.72701, 1.87780, -1.74208], [-2.50720, 0.44473, -4.37270], [-2.24049, 0.92647, -6.80876], [-0.22990, 2.17362, -7.60939], [1.54073, 2.86455, -5.98837], [1.27015, 2.34402, -3.56350], [0.32833, 1.59271, 0.20205], [0.03958, -0.89355, 2.02073], [0.19544, 2.10313, 2.70245], [-0.01593, 2.63060, 5.02791], [-0.28761, 1.97616, 7.41410], [-0.44816, -0.43426, 8.03832], [-0.39196, -2.18049, 6.26080], [-0.17584, -1.54000, 3.88309], [-2.04142, -1.90624, -0.39181], [-1.25009, -3.33748, 0.33591], [-1.38267, -1.82811, 1.25343], [2.24420, -2.26590, -0.05493], [1.36969, -2.04626, 1.47166], [1.12416, -3.53058, 0.53846]],
  "orbital_gap_ev": 3.3,
  "energy_ha": -1243.15260,
  "multiplicity": 1
}

{
  "formula": "C22H25N3O6S",
  "method": "the ωB97M-V functional and the def2-TZVPD basis",
  "species": ["C", "H", "O", "C", "C", "C", "C", "C", "C", "H", "H", "O", "C", "H", "H", "H", "N", "C", "O", "C", "N", "S", "O", "O", "C", "C", "O", "N", "C", "C", "H", "H", "H", "C", "H", "H", "H", "C", "C", "C", "C", "C", "C", "H", "H", "C", "H", "H", "H", "H", "H", "H", "H", "H", "H", "H", "H"],
  "coordinates": [[-2.38996, 0.55533, 5.01873], [-2.94010, 1.02238, 5.83415], [-1.07599, 1.05385, 5.11396], [-0.15792, 0.63220, 4.20197], [-0.42811, -0.26268, 3.17245], [0.57433, -0.63519, 2.28872], [1.87163, -0.11527, 2.42843], [2.12860, 0.77814, 3.45648], [1.12687, 1.14963, 4.33349], [1.32778, 1.84561, 5.13126], [3.11118, 1.20250, 3.58152], [2.79589, -0.54260, 1.50644], [4.13951, -0.17210, 1.69920], [4.70359, -0.71828, 0.94523], [4.28304, 0.90389, 1.55588], [4.49354, -0.45933, 2.69390], [0.34912, -1.50759, 1.21439], [-0.82909, -1.97881, 0.75287], [-1.91190, -1.84078, 1.28791], [-0.67996, -2.68256, -0.60450], [-0.36028, -1.73456, -1.65445], [1.25372, -1.39552, -1.88659], [1.98501, -2.27556, -1.01349], [1.60603, -1.43918, -3.27313], [1.57123, 0.25573, -1.31283], [2.86580, 0.71050, -1.37872], [2.93515, 1.91288, -0.81005], [1.70510, 2.26691, -0.36299], [0.87035, 1.30202, -0.64460], [-0.56350, 1.44697, -0.30029], [-0.67247, 2.30712, 0.35454], [-0.95072, 0.56351, 0.19718], [-1.14857, 1.61115, -1.20422], [4.07164, 0.08654, -1.95992], [4.95407, 0.66264, -1.69526], [3.97299, 0.04012, -3.04380], [4.15491, -0.93630, -1.59813], [-1.35887, -0.94707, -2.24841], [-2.65702, -0.90828, -1.74149], [-3.61924, -0.12229, -2.34851], [-3.32787, 0.65382, -3.46172], [-2.03057, 0.61349, -3.95635], [-1.05790, -0.17185, -3.36647], [-0.06729, -0.19729, -3.78557], [-1.77120, 1.20448, -4.82269], [-4.38262, 1.48937, -4.12039], [-3.94329, 2.35902, -4.60326], [-5.12197, 1.82191, -3.39558], [-4.89820, 0.90530, -4.88332], [-4.61782, -0.11027, -1.93666], [-2.92752, -1.46777, -0.86183], [-1.60777, -3.20185, -0.85342], [0.13797, -3.40305, -0.56437], [1.18790, -1.74113, 0.68591], [-1.40835, -0.68312, 3.03450], [-2.41674, -0.53196, 5.13855], [-2.85414, 0.82525, 4.06533]],
  "orbital_gap_ev": 8.5,
  "energy_ha": -1867.18592,
  "multiplicity": 1
}

Please write out number 3 again, unchanged.
{
  "formula": "C22H25N3O6S",
  "method": "the ωB97M-V functional and the def2-TZVPD basis",
  "species": ["C", "H", "O", "C", "C", "C", "C", "C", "C", "H", "H", "O", "C", "H", "H", "H", "N", "C", "O", "C", "N", "S", "O", "O", "C", "C", "O", "N", "C", "C", "H", "H", "H", "C", "H", "H", "H", "C", "C", "C", "C", "C", "C", "H", "H", "C", "H", "H", "H", "H", "H", "H", "H", "H", "H", "H", "H"],
  "coordinates": [[-2.38996, 0.55533, 5.01873], [-2.94010, 1.02238, 5.83415], [-1.07599, 1.05385, 5.11396], [-0.15792, 0.63220, 4.20197], [-0.42811, -0.26268, 3.17245], [0.57433, -0.63519, 2.28872], [1.87163, -0.11527, 2.42843], [2.12860, 0.77814, 3.45648], [1.12687, 1.14963, 4.33349], [1.32778, 1.84561, 5.13126], [3.11118, 1.20250, 3.58152], [2.79589, -0.54260, 1.50644], [4.13951, -0.17210, 1.69920], [4.70359, -0.71828, 0.94523], [4.28304, 0.90389, 1.55588], [4.49354, -0.45933, 2.69390], [0.34912, -1.50759, 1.21439], [-0.82909, -1.97881, 0.75287], [-1.91190, -1.84078, 1.28791], [-0.67996, -2.68256, -0.60450], [-0.36028, -1.73456, -1.65445], [1.25372, -1.39552, -1.88659], [1.98501, -2.27556, -1.01349], [1.60603, -1.43918, -3.27313], [1.57123, 0.25573, -1.31283], [2.86580, 0.71050, -1.37872], [2.93515, 1.91288, -0.81005], [1.70510, 2.26691, -0.36299], [0.87035, 1.30202, -0.64460], [-0.56350, 1.44697, -0.30029], [-0.67247, 2.30712, 0.35454], [-0.95072, 0.56351, 0.19718], [-1.14857, 1.61115, -1.20422], [4.07164, 0.08654, -1.95992], [4.95407, 0.66264, -1.69526], [3.97299, 0.04012, -3.04380], [4.15491, -0.93630, -1.59813], [-1.35887, -0.94707, -2.24841], [-2.65702, -0.90828, -1.74149], [-3.61924, -0.12229, -2.34851], [-3.32787, 0.65382, -3.46172], [-2.03057, 0.61349, -3.95635], [-1.05790, -0.17185, -3.36647], [-0.06729, -0.19729, -3.78557], [-1.77120, 1.20448, -4.82269], [-4.38262, 1.48937, -4.12039], [-3.94329, 2.35902, -4.60326], [-5.12197, 1.82191, -3.39558], [-4.89820, 0.90530, -4.88332], [-4.61782, -0.11027, -1.93666], [-2.92752, -1.46777, -0.86183], [-1.60777, -3.20185, -0.85342], [0.13797, -3.40305, -0.56437], [1.18790, -1.74113, 0.68591], [-1.40835, -0.68312, 3.03450], [-2.41674, -0.53196, 5.13855], [-2.85414, 0.82525, 4.06533]],
  "orbital_gap_ev": 8.5,
  "energy_ha": -1867.18592,
  "multiplicity": 1
}

Please write out number 1 again, unchanged.
{
  "formula": "C22H25INORh",
  "method": "the ωB97M-V functional and the def2-TZVPD basis",
  "species": ["C", "C", "C", "H", "C", "C", "H", "C", "C", "C", "H", "C", "C", "H", "H", "H", "H", "H", "H", "Rh", "C", "C", "C", "H", "H", "H", "H", "H", "H", "C", "C", "H", "H", "O", "N", "C", "H", "C", "C", "H", "C", "H", "C", "H", "C", "H", "C", "H", "H", "H", "I"],
  "coordinates": [[-1.88965, 0.67295, -0.92307], [-0.75674, 1.19376, -1.63147], [-0.02789, 0.08728, -2.18730], [-0.55413, 2.23402, -1.85757], [-0.74499, -1.10050, -1.82693], [-1.90684, -0.72680, -1.09411], [-0.44958, -2.09812, -2.12287], [0.29975, 1.31693, 1.94907], [0.12861, 2.12950, 0.80174], [1.25801, 1.93381, -0.06870], [-0.71909, 2.77730, 0.59605], [2.09691, 0.93773, 0.54562], [1.51212, 0.60101, 1.81022], [0.84412, 0.16570, -2.83094], [-2.68934, -1.38706, -0.74670], [-2.59373, 1.26611, -0.34666], [1.96067, -0.09915, 2.50685], [1.50776, 2.44728, -0.99634], [-0.40139, 1.23350, 2.77226], [0.26378, 0.17912, -0.08500], [3.35601, 0.32701, -0.04271], [4.37379, 0.12445, 1.08019], [3.93919, 1.22421, -1.13932], [4.60960, 1.08749, 1.55103], [5.28658, -0.29828, 0.65546], [3.99598, -0.56433, 1.84261], [4.14888, 2.22311, -0.73430], [3.27247, 1.32121, -2.00690], [4.88451, 0.78804, -1.48105], [2.92017, -1.03225, -0.68103], [4.06208, -1.85672, -1.22703], [2.19858, -0.84131, -1.49528], [2.38635, -1.65461, 0.05926], [5.21951, -1.66048, -0.87602], [3.77666, -2.83866, -2.13253], [2.48387, -3.13252, -2.72584], [4.56236, -3.42899, -2.37738], [2.17739, -2.25918, -3.92934], [0.97925, -2.47587, -4.62048], [0.32297, -3.28121, -4.27769], [0.63801, -1.67754, -5.71532], [-0.31223, -1.84931, -6.22781], [1.51616, -0.67400, -6.14989], [1.25598, -0.06023, -7.01561], [2.72672, -0.46779, -5.47855], [3.42481, 0.30740, -5.80768], [3.05974, -1.26361, -4.37186], [4.01849, -1.11943, -3.86424], [1.68795, -2.99879, -1.97030], [2.46563, -4.19002, -3.03059], [-0.29252, -2.02044, 1.31969]],
  "orbital_gap_ev": [6.7, 6.3],
  "energy_ha": -1391.41679,
  "multiplicity": 5
}